[1]
77
Properties=species:S:1:pos:R:3 method="wB97M-V/def2-TZVPD" e_homo_ha=-0.31217 spin_multiplicity=1 molar_mass_g_mol=691.9 total_charge=-1
Cl 24.355 13.180 -0.438
O 28.768 12.686 2.181
O 23.343 18.773 -5.599
O 23.444 13.089 -1.568
O 30.701 12.243 -2.639
O 21.835 18.481 -0.076
O 29.039 9.258 3.414
O 24.979 14.489 -0.521
O 24.187 17.917 2.645
O 21.151 16.513 0.759
O 26.833 9.175 3.841
O 25.352 12.153 -0.569
O 30.981 13.023 2.503
O 21.576 16.719 -1.421
O 31.387 11.228 -0.764
O 27.521 9.301 1.770
O 23.504 9.995 -4.953
O 23.624 12.997 0.780
O 29.668 14.618 1.691
O 21.515 13.080 -3.923
O 23.342 16.017 3.440
O 22.344 17.980 3.907
O 29.344 12.142 -0.905
O 23.047 16.559 -5.284
O 23.876 17.786 -3.649
C 25.815 10.414 -4.530
C 29.568 12.980 -3.060
C 20.942 15.439 -1.306
C 23.195 17.355 3.377
C 25.657 8.985 3.093
C 23.161 15.704 -4.132
C 27.912 9.299 3.024
C 23.389 17.796 -4.920
C 28.275 14.863 1.484
C 24.675 15.707 3.038
C 20.649 15.292 0.191
C 28.563 12.769 -1.897
C 27.662 13.479 1.813
C 24.402 10.495 -3.981
C 30.569 11.807 -1.386
C 24.992 16.887 2.126
C 26.098 9.368 1.649
C 29.897 13.396 2.187
C 21.520 17.349 -0.240
C 24.185 16.426 -3.264
H 25.159 8.017 3.124
H 26.052 17.141 2.104
H 19.570 15.276 0.331
H 25.786 10.357 1.322
H 28.117 15.201 0.460
H 21.654 14.716 -1.711
H 20.075 15.381 -1.968
H 25.202 16.241 -3.632
H 29.142 12.694 -4.018
H 24.159 11.498 -3.591
H 27.229 13.118 0.881
H 23.378 14.713 -4.510
H 25.316 15.735 3.926
H 25.790 8.610 0.933
H 26.587 10.506 -3.755
H 28.114 13.714 -1.595
H 24.858 14.757 2.544
H 27.753 12.094 -2.178
H 24.225 16.302 -2.189
H 26.061 11.214 -5.231
H 24.729 16.622 1.096
H 26.899 13.576 2.583
H 21.187 12.187 -4.075
H 29.825 14.038 -3.133
H 21.232 14.463 0.586
H 25.986 9.421 -4.946
H 24.270 9.976 -3.025
H 24.960 9.749 3.446
H 22.190 15.786 -3.646
H 22.319 12.963 -3.398
H 23.543 10.591 -5.709
H 28.065 15.712 2.139



[2]
13
Properties=species:S:1:pos:R:3 method="wB97M-V/def2-TZVPD" e_homo_ha=-0.33135 spin_multiplicity=1 molar_mass_g_mol=124.1 smiles="O=COC1=CC=CC1=O"
O -1.083 1.197 1.816
O -0.555 -1.208 0.464
O 0.173 -2.537 -1.250
C 0.017 -0.049 0.020
C 0.392 2.279 0.215
C 0.764 0.321 -1.048
C 1.013 1.703 -0.828
C -0.352 -2.395 -0.207
C -0.306 1.183 0.873
H 1.655 2.306 -1.516
H -0.810 -3.219 0.396
H 0.526 3.278 0.625
H 1.188 -0.223 -1.894



[3]
19
Properties=species:S:1:pos:R:3 method="wB97M-V/def2-TZVPD" e_homo_ha=-0.35379 spin_multiplicity=1 molar_mass_g_mol=100.2 smiles="C[C@H]1CO1.C=CC"
O 1.266 -1.555 -0.025
C -1.941 1.443 0.167
C 2.113 0.771 -0.281
C -1.952 -0.902 -0.744
C 2.101 -0.523 0.487
C 0.914 -0.963 1.221
C -1.619 0.559 -0.773
H 1.095 1.036 -0.578
H 2.728 0.685 -1.182
H -1.040 -1.502 -0.838
H 1.017 -1.617 2.086
H 0.022 -0.332 1.207
H -2.457 -1.177 0.188
H -2.497 1.150 1.057
H -1.061 0.903 -1.646
H -2.608 -1.168 -1.582
H -1.671 2.492 0.084
H 3.072 -0.887 0.827
H 2.518 1.587 0.328



[4]
8
Properties=species:S:1:pos:R:3 method="wB97M-V/def2-TZVPD" e_homo_ha=-0.10761 spin_multiplicity=1 molar_mass_g_mol=217.0 total_charge=-1
I -2.427 0.014 0.018
S 0.200 1.999 0.339
O 1.409 -1.206 0.829
O 0.108 -2.597 -0.498
C 0.708 -1.859 0.184
C -0.421 0.630 -0.698
H -0.692 1.349 -1.522
H 1.116 1.670 1.348



[5]
86
Properties=species:S:1:pos:R:3 method="wB97M-V/def2-TZVPD" e_homo_ha=-0.64004 spin_multiplicity=1 molar_mass_g_mol=485.7 total_charge=+3
O 1.117 0.375 1.218
O 3.016 4.683 0.298
O -1.780 -1.857 -2.449
O -0.596 -0.842 1.171
O -0.728 1.051 0.305
O -0.578 -3.788 3.023
N 3.564 1.546 0.058
N -5.097 0.839 1.791
N 1.766 -2.868 0.842
N -0.086 0.204 0.908
N 0.084 0.472 -2.968
N -3.573 1.311 0.202
C -7.386 0.171 2.464
C -4.149 2.469 0.755
C 2.951 3.792 1.399
C -1.307 1.201 -2.904
C -5.884 0.197 2.803
C -4.235 0.311 0.880
C -0.193 -4.305 1.807
C 5.056 1.720 0.507
C 2.804 -3.936 0.609
C 1.106 1.595 -2.771
C 1.886 -2.116 2.098
C 0.277 -0.514 -1.836
C -2.491 1.302 -0.748
C 0.287 -3.267 0.725
C -5.013 2.262 1.749
C 2.989 0.051 0.080
C 3.385 2.069 -1.387
C 2.645 2.353 0.961
C -1.049 -1.186 -1.426
C 1.997 -1.862 -0.295
C 0.367 -0.260 -4.269
H -1.479 -0.433 -0.766
H 0.617 -5.005 2.012
H -2.612 -2.108 -2.040
H 0.874 -1.384 -2.110
H 1.814 -2.276 -1.287
H -0.797 -2.033 -0.788
H 2.191 4.931 -0.125
H 5.338 2.695 0.111
H -2.001 0.622 -3.512
H -2.090 0.289 -0.792
H -5.707 2.907 2.267
H -4.052 -0.753 0.828
H -1.047 -4.506 3.455
H -1.652 1.388 -1.887
H -1.723 2.068 -0.645
H 2.676 -4.459 1.557
H 3.931 3.892 1.865
H -7.607 -0.500 1.633
H 2.565 -4.433 -0.331
H -5.588 -0.847 2.904
H 1.381 -0.659 -4.258
H 1.631 2.199 0.590
H 0.746 0.024 -1.012
H 0.424 0.478 -5.070
H -0.375 -2.402 0.684
H 2.697 1.756 1.871
H 1.159 2.153 -3.706
H 3.813 -3.543 0.485
H 5.142 1.675 1.593
H -0.838 -5.084 1.399
H 0.881 2.274 -1.949
H 2.147 4.188 2.020
H 3.818 1.209 -1.898
H -1.198 2.169 -3.395
H 2.974 -1.382 -0.244
H -3.846 3.377 0.255
H -0.255 -1.124 -4.503
H 0.040 -3.801 -0.193
H 1.188 -1.286 1.993
H 2.335 2.278 -1.594
H -3.007 1.564 -1.671
H 3.895 3.022 -1.527
H -7.995 -0.179 3.297
H 2.890 -0.280 1.113
H 1.975 0.152 -0.308
H 1.721 -2.662 3.027
H 2.054 1.106 -2.546
H 3.604 -0.579 -0.563
H 5.586 0.878 0.062
H 2.806 -1.534 2.139
H -5.645 0.701 3.739
H 1.295 -1.061 -0.063
H -7.845 1.143 2.284



[6]
15
Properties=species:S:1:pos:R:3 method="wB97M-V/def2-TZVPD" e_homo_ha=-0.16128 spin_multiplicity=1 molar_mass_g_mol=115.1 total_charge=-1
O -0.693 -0.442 1.083
O -0.380 -1.837 -0.660
N -1.136 -2.657 1.313
N 0.388 1.844 -1.242
C 1.217 1.570 -0.134
C 2.412 2.143 0.011
C -0.795 1.363 -1.169
C -0.702 -1.569 0.512
H -1.711 -2.430 2.103
H -1.391 1.375 -2.077
H -1.409 -3.469 0.788
H 0.806 0.839 0.576
H 2.750 2.867 -0.722
H 3.039 1.893 0.854
H -1.171 1.045 -0.188



[7]
24
Properties=species:S:1:pos:R:3 method="wB97M-V/def2-TZVPD" e_homo_ha=-0.33469 spin_multiplicity=1 molar_mass_g_mol=146.2 smiles="CNC(C)=O.CNC(C)=O"
O 1.046 -1.174 -0.557
O 1.169 2.011 0.081
N -0.131 1.449 1.837
N -1.072 -1.417 -1.293
C 0.721 -1.438 -2.915
C -1.682 -1.383 0.021
C -1.104 2.425 1.392
C 1.048 1.374 1.116
C 0.263 -1.281 -1.490
C 2.057 0.369 1.531
H -0.036 1.399 2.838
H -0.882 -1.317 0.751
H 1.779 -1.642 -3.001
H 3.112 0.602 1.477
H 0.059 -2.154 -3.399
H -0.820 3.469 1.523
H -1.396 2.161 0.381
H 1.737 -0.231 2.385
H 1.922 -0.374 0.699
H -1.645 -1.674 -2.077
H -2.054 2.336 1.931
H 0.573 -0.542 -3.528
H -2.479 -0.643 0.037
H -2.186 -2.327 0.259



Record order is preserved below.
LUMO: 1.91 -1.11 1.15 3.33 -7.11 4.18 0.80 eV
Record order is preserved below.
Maximum force: 2.39 4.23 0.30 1.53 6.80 1.30 2.05 eV/A
Record order is preserved below.
HOMO-LUMO gap: 10.4 7.9 10.8 6.3 10.3 8.6 9.9 eV